Entry from OMol25: an isolated molecule of C5H7PS in a non-equilibrium geometry (ωB97M-V with the def2-TZVPD basis set).

Output
DFT total energy   -25419.6928 eV
Spin multiplicity   1
Relative energy (zero: lowest compared OMol25 entry of this formula, charge and spin)   51.9 kcal per mole
HOMO energy   -8.345 eV
SMILES   [H]/P=C1/CC=CCS1
Gap between HOMO and LUMO   8.30 eV

Each line ends with the Mulliken charge.
Cartesian coordinates (Å):
H: -1.933 -2.675 -0.894  -0.02
P: -0.636 -2.598 -1.281  -0.08
C: -0.088 -1.338 -0.261  0.04
C: 1.116 -0.566 -0.598  -0.42
C: 1.116 0.932 -0.236  -0.42
C: 0.173 1.568 0.444  -0.19
C: -1.162 1.066 0.915  -0.48
S: -1.014 -0.758 1.183  -0.15
H: 1.229 -0.767 -1.795  0.29
H: 1.931 -1.110 0.017  0.22
H: 2.098 1.294 -0.469  0.35
H: 0.525 2.590 0.764  0.25
H: -1.427 1.215 1.980  0.26
H: -1.928 1.146 0.233  0.34

---

Entry from OMol25: a cluster of 2 separate species, C5H7PS in total in a non-equilibrium geometry (ωB97M-V with the def2-TZVPD basis set).

Output
DFT total energy   -25417.8246 eV
<S²>   2.017
Spin multiplicity   3
Relative energy (zero: lowest compared OMol25 entry of this formula, charge and spin)   39.9 kcal per mole
HOMO energy (spin up / spin down)   -7.585 / -9.039 eV
Gap between HOMO and LUMO (spin up / spin down)   8.13 / 6.75 eV

Each line ends with the Mulliken spin population.
Cartesian coordinates (Å):
C: 0.244 1.278 -0.265  0.09
C: -1.082 1.513 -0.461  0.01
C: -0.524 -0.690 0.726  -0.05
C: 0.613 0.014 0.361  0.19
C: 1.969 -0.756 0.415  0.00
P: -1.919 -0.021 -0.093  0.36
S: -3.758 -0.033 0.344  0.45
H: 0.982 2.101 -0.487  0.01
H: -1.434 2.509 -0.769  0.00
H: -0.453 -1.710 1.035  0.01
H: 2.849 -0.073 0.474  0.00
H: 2.103 -1.465 -0.327  0.01
H: 1.957 -1.387 1.292  0.01
H: -1.547 -1.279 -2.243  0.93

---

Entry from OMol25: a structure of composition C5H7PS3 in a non-equilibrium geometry (ωB97M-V with the def2-TZVPD basis set).

Output
DFT total energy   -47090.5688 eV
Spin multiplicity   1
Relative energy (zero: lowest compared OMol25 entry of this formula, charge and spin)   33.1 kcal per mole
HOMO energy   -8.897 eV
Gap between HOMO and LUMO   7.72 eV

Each line ends with the Mulliken charge.
Cartesian coordinates (Å):
C: 0.487 -3.096 -0.518  0.16
C: 0.954 -2.061 -0.148  -0.49
C: 1.419 0.247 -0.942  -0.76
C: 1.501 -0.762 0.321  -0.40
C: -1.588 2.150 0.778  -0.94
P: -1.348 0.425 0.129  0.40
S: -3.050 -0.490 0.072  -0.33
S: -0.258 0.304 -1.657  -0.10
S: 0.754 -0.133 1.737  -0.18
H: 0.114 -4.082 -0.883  0.39
H: 1.707 1.130 -0.523  0.46
H: 2.148 -0.159 -1.709  0.40
H: 2.545 -0.842 0.465  0.37
H: -0.772 2.594 1.238  0.38
H: -2.191 2.620 -0.011  0.33
H: -2.422 2.154 1.652  0.30

---

Entry from OMol25: an isolated molecule of C5H8 in a non-equilibrium geometry (ωB97M-V with the def2-TZVPD basis set).

Output
DFT total energy   -5312.8448 eV
Spin multiplicity   1
Relative energy (zero: lowest compared OMol25 entry of this formula, charge and spin)   30.5 kcal per mole
HOMO energy   -9.921 eV
SMILES   C#CCCC
Gap between HOMO and LUMO   11.05 eV

Each line ends with the Mulliken charge.
Cartesian coordinates (Å):
C: 2.626 -0.237 -0.015  0.15
C: 1.484 0.160 0.023  -0.48
C: 0.094 0.645 0.009  -0.68
C: -0.868 -0.534 0.020  -0.32
C: -2.321 -0.024 -0.019  -1.19
H: 3.639 -0.610 -0.077  0.39
H: -0.097 1.297 0.835  0.31
H: -0.089 1.256 -0.891  0.27
H: -0.691 -1.232 -0.819  0.32
H: -0.737 -1.095 0.954  0.27
H: -3.050 -0.825 -0.142  0.33
H: -2.573 0.503 0.910  0.31
H: -2.488 0.643 -0.879  0.32

---

Entry from OMol25: an isolated molecule of C5H8 in a non-equilibrium geometry (ωB97M-V with the def2-TZVPD basis set).

Output
DFT total energy   -5313.2523 eV
Spin multiplicity   1
Relative energy (zero: lowest compared OMol25 entry of this formula, charge and spin)   21.1 kcal per mole
HOMO energy   -8.757 eV
SMILES   C=C/C=C/C
Gap between HOMO and LUMO   9.93 eV

Each line ends with the Mulliken charge.
Cartesian coordinates (Å):
C: 1.598 2.121 0.050  -0.82
C: 0.468 1.467 0.340  -0.09
C: 0.067 0.208 -0.267  -0.24
C: -0.798 -0.665 0.240  -0.03
C: -1.120 -2.037 -0.234  -1.12
H: 1.870 3.021 0.583  0.29
H: 2.389 1.619 -0.503  0.26
H: -0.284 2.100 0.813  0.27
H: 0.526 -0.035 -1.227  0.29
H: -1.208 -0.443 1.227  0.29
H: -2.171 -2.224 -0.444  0.30
H: -0.851 -2.810 0.501  0.29
H: -0.485 -2.323 -1.078  0.30

---

Entry from OMol25: a cluster of 2 separate species, C5H8 in total in a non-equilibrium geometry (ωB97M-V with the def2-TZVPD basis set).

Output
DFT total energy   -5309.6415 eV
Spin multiplicity   1
Relative energy (zero: lowest compared OMol25 entry of this formula, charge and spin)   104.4 kcal per mole
HOMO energy (spin up / spin down)   -8.072 / -7.492 eV
Gap between HOMO and LUMO (spin up / spin down)   8.16 / 7.65 eV

Each line ends with the Mulliken charge.
Cartesian coordinates (Å):
C: -0.182 0.660 1.001  -0.60
C: 1.169 0.547 0.264  -0.53
C: 0.982 -0.709 -0.574  -0.44
C: -0.328 -1.020 -0.685  -0.40
C: -1.126 -0.154 0.108  -0.33
H: -0.548 1.675 1.157  0.33
H: -0.088 0.210 2.010  0.24
H: 1.318 1.438 -0.370  0.23
H: 2.041 0.492 0.927  0.31
H: 1.813 -1.242 -1.021  0.39
H: -0.992 -1.399 -1.507  0.30
H: -1.882 -0.232 -1.618  0.10
H: -2.175 -0.266 0.308  0.41

---

Entry from OMol25: a structure of composition C5H8 (ωB97M-V with the def2-TZVPD basis set).

Output
DFT total energy   -5309.4040 eV
Spin multiplicity   1
Relative energy (zero: lowest compared OMol25 entry of this formula, charge and spin)   109.8 kcal per mole
HOMO energy   -8.752 eV
Gap between HOMO and LUMO   9.56 eV

Each line ends with the Mulliken charge.
Cartesian coordinates (Å):
C: -1.850 -0.070 -0.487  -1.17
C: -0.798 0.240 0.551  0.04
C: 0.155 1.369 0.304  -0.75
C: 0.851 0.231 0.286  0.54
C: 1.953 -0.365 -0.545  -1.03
H: -2.713 0.577 -0.290  0.33
H: -2.185 -1.111 -0.449  0.34
H: -1.478 0.157 -1.489  0.31
H: 0.190 -0.746 0.690  0.07
H: -1.072 0.002 1.581  0.40
H: 2.580 -1.060 0.021  0.30
H: 1.557 -0.890 -1.422  0.31
H: 2.569 0.466 -0.899  0.31

---

Entry from OMol25: a cluster of 2 separate species, C5H8BF3N5O9P in total in a non-equilibrium geometry (ωB97M-V with the def2-TZVPD basis set).

Output
DFT total energy   -49304.3829 eV
Spin multiplicity   1
HOMO energy   -6.701 eV
Gap between HOMO and LUMO   4.42 eV

Each line ends with the Mulliken charge.
Cartesian coordinates (Å):
N: -0.988 2.528 1.584  -0.70
P: 0.355 1.771 1.852  0.64
O: 0.641 1.839 3.494  -0.43
O: 1.584 2.532 0.976  -0.51
N: 0.345 0.104 1.310  0.31
C: -0.633 -0.500 0.550  0.45
C: -1.955 0.036 -0.045  -0.95
B: -1.555 0.643 -1.521  0.51
O: -2.106 1.797 -2.050  -0.46
O: -0.551 -0.048 -2.255  -0.52
N: -0.204 -1.797 0.328  0.09
C: 1.043 -1.992 0.955  -0.21
C: 1.983 -3.228 1.029  0.91
F: 1.265 -4.367 0.767  -0.25
F: 2.503 -3.360 2.302  -0.22
F: 3.031 -3.063 0.169  -0.22
C: 1.433 -0.772 1.613  0.02
O: 2.566 -0.444 2.349  -0.24
N: 2.374 -0.544 3.743  0.31
O: 1.481 -1.243 4.019  -0.21
H: -0.757 3.317 0.962  0.24
H: 1.387 2.472 3.598  0.35
H: 1.643 2.001 0.155  0.37
H: -2.472 0.799 0.589  0.36
H: -2.651 -0.841 -0.203  0.39
H: -1.418 2.391 -2.402  0.31
H: -0.945 -0.855 -2.645  0.29
H: -0.683 -2.506 -0.227  0.32
N: -1.679 0.835 -5.252  0.96
O: -0.806 1.001 -6.119  -0.64
O: -1.784 -0.275 -4.676  -0.65
O: -2.446 1.768 -4.948  -0.63

---

Entry from OMol25: a structure of composition C5H8Br2O in a non-equilibrium geometry (ωB97M-V with the def2-TZVPD basis set).

Output
DFT total energy   -147442.8264 eV
Spin multiplicity   1
Relative energy (zero: lowest compared OMol25 entry of this formula, charge and spin)   85.6 kcal per mole
HOMO energy   -9.482 eV
Gap between HOMO and LUMO   9.83 eV

Each line ends with the Mulliken charge.
Cartesian coordinates (Å):
C: 0.052 1.336 -0.659  0.22
C: -1.319 1.120 -1.120  -0.48
C: -0.482 1.159 1.721  -1.43
C: 0.593 0.955 0.638  -0.03
C: 0.100 -2.795 -1.061  -0.39
O: -1.006 2.334 -0.759  -0.23
Br: 0.737 -1.780 -2.650  -0.10
Br: 1.541 -2.815 0.180  -0.08
H: 0.754 1.414 -1.426  0.51
H: -0.133 -3.814 -1.456  0.32
H: -0.830 2.138 1.767  0.38
H: -0.154 0.747 2.619  0.42
H: -1.385 0.629 1.353  0.35
H: 0.840 -0.078 0.766  -0.10
H: 1.375 1.552 0.765  0.38
H: -0.683 -2.101 -0.678  0.24

---

Entry from OMol25: a structure of composition C5H8Br6Cl6 in a non-equilibrium geometry (ωB97M-V with the def2-TZVPD basis set).

Output
DFT total energy   -500688.2284 eV
Spin multiplicity   1
Relative energy (zero: lowest compared OMol25 entry of this formula, charge and spin)   348.6 kcal per mole
HOMO energy   -9.329 eV
Gap between HOMO and LUMO   8.52 eV

Each line ends with the Mulliken charge.
Cartesian coordinates (Å):
C: 0.358 -0.752 -2.655  -0.14
Cl: 0.025 0.925 -2.920  -0.12
Cl: 0.505 -1.567 -4.268  -0.25
H: 1.263 -0.916 -2.070  0.24
H: -0.515 -1.185 -2.167  0.13
C: -0.010 -0.893 0.732  -0.69
Cl: -1.288 -0.002 1.474  -0.14
Cl: 0.391 -0.247 -0.857  0.31
H: 0.902 -1.165 1.263  0.26
H: -0.511 -1.853 0.612  0.51
C: 0.512 2.118 0.867  1.47
Cl: 1.060 3.318 -0.286  -0.21
Cl: -1.146 2.543 1.191  -0.16
H: 0.535 1.087 0.514  -1.78
H: 1.058 2.282 1.796  0.48
C: 2.705 -0.091 1.476  -0.23
Br: 2.500 -1.854 0.721  -0.11
Br: 1.250 0.261 2.841  -0.11
Br: 2.620 1.376 0.205  0.06
H: 3.722 -0.027 1.861  0.48
C: -3.082 -0.759 0.010  -0.09
Br: -3.761 -2.279 -1.163  -0.11
Br: -4.516 -0.042 1.214  -0.05
Br: -2.350 0.742 -1.023  0.03
H: -2.227 -1.021 0.633  0.23

---

Entry from OMol25: a structure of composition C5H8BrF2N in a non-equilibrium geometry (ωB97M-V with the def2-TZVPD basis set).

Output
DFT total energy   -82274.2035 eV
<S²>   2.011
Spin multiplicity   3
HOMO energy (spin up / spin down)   -5.169 / -9.191 eV
Gap between HOMO and LUMO (spin up / spin down)   5.93 / 5.96 eV

Each line ends with the Mulliken spin population.
Cartesian coordinates (Å):
C: -2.650 -1.422 0.758  -0.05
C: -2.052 -0.645 -0.114  0.58
C: 1.290 0.958 -1.355  0.02
C: 1.583 0.964 0.982  -0.02
C: -0.099 -0.713 -0.001  0.49
N: 1.289 0.113 -0.154  0.71
F: 0.046 -1.387 1.199  0.00
F: 0.075 -1.665 -1.026  0.02
Br: -2.542 0.366 -1.581  0.13
H: -2.060 -2.070 1.498  0.02
H: -3.778 -1.503 0.723  0.03
H: 0.933 0.319 -2.188  0.01
H: 0.694 1.853 -1.021  0.00
H: 2.270 1.207 -1.687  0.02
H: 1.250 0.474 1.941  0.00
H: 2.614 1.175 1.075  0.03
H: 1.135 1.977 0.953  0.02

---

Entry from OMol25: an isolated molecule of C5H8BrNO4 in a non-equilibrium geometry (ωB97M-V with the def2-TZVPD basis set).

Output
DFT total energy   -85032.5373 eV
Spin multiplicity   1
Relative energy (zero: lowest compared OMol25 entry of this formula, charge and spin)   37.9 kcal per mole
HOMO energy   -10.239 eV
SMILES   CC(=O)O[C@H](C)[C@H](Br)[N+](=O)[O-]
Gap between HOMO and LUMO   10.06 eV

Each line ends with the Mulliken charge.
Cartesian coordinates (Å):
C: -2.293 -2.182 -0.511  -0.98
C: -1.196 -1.490 0.350  0.79
O: -0.875 -1.836 1.439  -0.51
O: -0.722 -0.414 -0.306  -0.31
C: 0.182 0.399 0.404  0.25
C: -0.311 1.711 0.725  -1.58
C: 1.725 0.377 -0.670  -0.27
Br: 2.659 -1.203 -0.371  -0.09
N: 2.554 1.478 -0.259  0.96
O: 2.091 2.501 -0.672  -0.54
O: 3.619 1.266 0.318  -0.57
H: -1.832 -2.434 -1.593  0.24
H: -3.333 -1.626 -0.663  0.25
H: -2.472 -3.162 -0.046  0.33
H: 0.483 -0.131 1.346  0.41
H: 0.337 2.238 1.298  0.48
H: -1.263 1.587 1.177  0.47
H: -0.687 2.329 -0.316  0.22
H: 1.333 0.591 -1.651  0.44

---

Entry from OMol25: a structure of composition C5H8CaO3 in a non-equilibrium geometry (ωB97M-V with the def2-TZVPD basis set).

Output
DFT total energy   -29889.8749 eV
Spin multiplicity   1
Relative energy (zero: lowest compared OMol25 entry of this formula, charge and spin)   29.8 kcal per mole
HOMO energy   -5.026 eV
Gap between HOMO and LUMO   3.86 eV

Each line ends with the Mulliken charge.
Cartesian coordinates (Å):
O: 2.045 0.470 -0.634  -0.33
C: 1.492 1.523 -1.213  0.08
C: 1.090 1.429 -2.649  -0.92
H: 1.226 2.370 -0.554  0.34
H: 0.026 1.703 -2.728  0.27
H: 1.676 2.130 -3.272  0.31
H: 1.220 0.424 -3.075  0.27
O: 0.190 -0.882 0.697  -0.09
O: 1.133 0.539 2.136  -0.69
C: -1.135 -0.689 1.341  -0.70
C: -1.857 -2.020 1.244  -1.12
C: 1.254 -0.175 1.090  -0.03
H: -1.653 0.035 0.688  0.26
H: -2.895 -1.898 1.588  0.33
H: -1.890 -2.404 0.207  0.28
H: -1.396 -2.793 1.878  0.28
Ca: -0.528 0.240 3.253  1.46

---

Entry from OMol25: an isolated molecule of C5H8Cl2N2O2S in a non-equilibrium geometry (ωB97M-V with the def2-TZVPD basis set).

Output
DFT total energy   -48264.2834 eV
Spin multiplicity   1
Relative energy (zero: lowest compared OMol25 entry of this formula, charge and spin)   65.1 kcal per mole
HOMO energy (spin up / spin down)   -8.227 / -8.222 eV
Gap between HOMO and LUMO (spin up / spin down)   7.83 / 7.82 eV

Each line ends with the Mulliken charge.
Cartesian coordinates (Å):
C: 1.004 -0.224 0.249  -0.33
C: 0.692 0.913 -0.567  0.80
C: -0.633 1.185 -0.769  -0.56
C: 1.763 1.677 -1.321  -1.17
C: 0.604 -2.185 1.310  -0.71
N: 0.132 -1.154 0.414  0.47
N: -1.015 -1.154 -0.245  -0.58
O: -2.576 2.356 0.403  -0.60
O: -1.638 0.385 1.610  -0.52
S: -2.007 1.039 0.360  1.06
Cl: -1.762 -2.632 -0.533  -0.14
Cl: -3.353 -0.008 -0.570  -0.16
H: 2.006 -0.348 0.751  0.30
H: -0.928 2.001 -1.423  0.30
H: 2.334 0.903 -1.714  0.40
H: 2.218 2.323 -0.516  0.29
H: 1.100 2.248 -2.100  0.28
H: -0.147 -3.049 1.229  0.19
H: 1.675 -2.565 1.143  0.27
H: 0.531 -1.711 2.289  0.39

---

Entry from OMol25: the ion C5H8Cl2N3 with charge +1 in a non-equilibrium geometry (ωB97M-V with the def2-TZVPD basis set).

Output
DFT total energy   -34819.4230 eV
Spin multiplicity   1
Relative energy (zero: lowest compared OMol25 entry of this formula, charge and spin)   80.4 kcal per mole
HOMO energy   -13.039 eV
SMILES   C[C@@]1([NH3+])C=NN=C(Cl)[C@@H]1Cl
Net charge   +1
Gap between HOMO and LUMO   8.77 eV

Each line ends with the Mulliken charge.
Cartesian coordinates (Å):
C: -0.058 1.308 0.341  -1.51
C: -0.273 0.053 -0.465  0.88
N: 0.571 -1.093 0.160  -0.30
C: -1.688 -0.530 -0.330  -0.45
N: -2.658 -0.094 -1.099  -0.29
N: -2.490 0.831 -2.041  -0.35
C: -1.362 0.992 -2.641  0.53
Cl: -0.912 1.877 -3.949  -0.07
C: 0.085 0.030 -1.951  -0.44
Cl: 0.052 -1.556 -2.748  -0.11
H: 0.584 2.075 -0.087  0.34
H: 0.280 1.186 1.419  0.41
H: -0.986 1.940 0.474  0.36
H: 1.574 -0.882 0.472  0.36
H: 0.561 -1.856 -0.425  0.31
H: 0.248 -1.412 1.089  0.40
H: -2.055 -1.247 0.398  0.42
H: 0.910 0.677 -2.440  0.49